# 1
{"formula": "CH2NO2PS2", "method": "ωB97M-V with the def2-TZVPD basis set", "de_lowest_kcal_mol": 8.25, "e_homo_ha": -0.351, "multiplicity": 1, "e_lumo_ev": 0.107, "smiles": "NP(=O)=S.O=C=S", "gap_ev": 9.66, "symbols": ["C", "N", "O", "O", "P", "S", "S", "H", "H"], "positions_angstrom": [[2.589, 0.582, 0.024], [-1.522, 0.602, 0.063], [1.673, -0.149, -0.085], [-1.183, -1.258, -1.631], [-1.288, -1.001, -0.210], [-1.064, -2.361, 1.161], [3.752, 1.513, 0.350], [-1.949, 0.994, 0.942], [-1.010, 1.078, -0.615]], "forces_ev_per_a": [[-2.95, -2.38, 0.25], [-1.53, -1.74, 2.72], [1.65, 1.37, -0.28], [0.16, 0.15, -1.01], [0.22, -1.33, 1.59], [-0.52, 1.52, -0.65], [1.30, 1.03, 0.01], [1.24, -0.43, -1.66], [0.43, 1.82, -0.98]]}



# 2
{"formula": "CH2NO3PS", "method": "ωB97M-V with the def2-TZVPD basis set", "de_lowest_kcal_mol": 0.00, "e_homo_ha": [-0.346, -0.364], "multiplicity": 3, "e_lumo_ev": [0.570, -3.181], "gap_ev": [9.99, 6.71], "symbols": ["C", "N", "O", "O", "O", "P", "S", "H", "H"], "positions_angstrom": [[-1.820, -1.132, -0.184], [-1.849, -1.135, -1.341], [0.616, 0.699, -1.139], [0.977, 1.368, 1.245], [1.000, -1.131, 0.653], [1.383, 0.210, 0.210], [-1.688, -1.100, 1.446], [0.413, -0.024, -1.744], [0.969, 2.244, 0.853]], "forces_ev_per_a": [[0.02, 0.00, 0.53], [-0.06, -0.03, -0.75], [0.55, 0.28, 0.59], [0.11, -0.33, 0.03], [0.09, -0.73, 0.40], [-0.39, 0.73, -0.82], [-0.15, -0.04, 0.21], [-0.13, -0.20, -0.07], [-0.02, 0.34, -0.13]]}



# 3
{"formula": "CH2NO3S", "method": "ωB97M-V with the def2-TZVPD basis set", "de_lowest_kcal_mol": 10.48, "charge": -1, "e_homo_ha": -0.144, "multiplicity": 1, "e_lumo_ev": 3.605, "smiles": "NSOC(=O)[O-]", "gap_ev": 7.52, "symbols": ["C", "N", "O", "O", "O", "S", "H", "H"], "positions_angstrom": [[2.412, 2.214, -0.454], [0.228, -0.480, -0.133], [1.385, 2.732, -0.023], [3.245, 2.489, -1.272], [2.609, 0.808, 0.141], [1.403, 0.173, 0.985], [-0.668, 0.075, -0.244], [0.332, -1.448, -0.274]], "forces_ev_per_a": [[-2.15, -0.31, 0.80], [0.17, 3.04, 1.14], [0.18, 0.42, -0.06], [1.38, 0.11, -0.64], [0.37, -0.18, -0.51], [-1.14, -0.71, -0.46], [1.77, -1.50, 0.09], [-0.57, -0.86, -0.35]]}



# 4
{"formula": "CH2NO3S", "method": "ωB97M-V with the def2-TZVPD basis set", "de_lowest_kcal_mol": 26.57, "charge": -1, "e_homo_ha": -0.165, "multiplicity": 1, "e_lumo_ev": 4.150, "gap_ev": 8.65, "symbols": ["C", "N", "O", "O", "O", "S", "H", "H"], "positions_angstrom": [[-1.711, -0.382, -0.243], [1.162, -1.116, 1.265], [-0.610, -0.032, -0.721], [-2.199, -1.431, 0.116], [1.713, -0.897, -1.250], [0.809, -1.377, -0.227], [-2.387, 0.645, 0.030], [1.879, -0.345, 1.393]], "forces_ev_per_a": [[-3.18, 3.04, 1.93], [0.84, 1.10, -1.02], [1.03, -0.01, -0.53], [0.32, -0.63, -0.39], [1.09, 0.57, -0.46], [-0.11, -1.32, 1.59], [1.01, -1.82, -0.78], [-0.99, -0.94, -0.33]]}



# 5
{"formula": "CH2NO4", "method": "ωB97M-V with the def2-TZVPD basis set", "de_lowest_kcal_mol": 22.82, "charge": 1, "e_homo_ha": -0.543, "multiplicity": 1, "e_lumo_ev": -7.814, "gap_ev": 6.95, "symbols": ["C", "N", "O", "O", "O", "O", "H", "H"], "positions_angstrom": [[-1.014, 0.752, -0.732], [0.692, 0.153, 2.260], [1.654, -0.168, 1.783], [-0.196, 0.328, 2.899], [0.090, -0.653, -1.972], [-0.550, 0.627, 0.310], [-0.774, -1.193, -2.105], [0.098, 0.154, -2.444]], "forces_ev_per_a": [[-0.26, 0.67, 1.50], [1.49, -1.42, 0.40], [-0.87, 0.76, -0.14], [-0.53, 0.59, -0.05], [-1.22, -3.48, 0.89], [-0.40, 0.17, -0.76], [2.26, 1.78, -0.32], [-0.46, 0.93, -1.52]]}



# 6
{"formula": "CH2NO4P", "method": "ωB97M-V with the def2-TZVPD basis set", "de_lowest_kcal_mol": 22.22, "charge": -2, "e_homo_ha": 0.015, "multiplicity": 1, "e_lumo_ev": 6.822, "smiles": "O=CNP(=O)([O-])[O-]", "gap_ev": 6.41, "symbols": ["C", "N", "O", "O", "O", "O", "P", "H", "H"], "positions_angstrom": [[0.200, 1.479, -0.133], [0.190, 0.360, 0.491], [0.327, -1.261, -1.506], [0.448, -2.170, 0.892], [0.365, 2.637, 0.160], [-1.775, -1.319, -0.048], [-0.287, -1.346, -0.111], [-0.250, 1.214, -1.264], [0.781, 0.405, 1.519]], "forces_ev_per_a": [[-3.12, -1.75, -4.97], [3.05, -0.95, 5.46], [-0.31, -0.37, 0.26], [0.44, -0.71, 0.94], [1.27, 2.54, 1.29], [-1.17, -0.08, 0.20], [1.20, 0.90, -1.72], [1.06, 0.66, 2.08], [-2.43, -0.24, -3.54]]}



# 7
{"formula": "CH2NO4P", "method": "ωB97M-V with the def2-TZVPD basis set", "de_lowest_kcal_mol": 3.08, "charge": -2, "e_homo_ha": -0.030, "multiplicity": 1, "e_lumo_ev": 6.516, "gap_ev": 7.33, "symbols": ["C", "N", "O", "O", "O", "O", "P", "H", "H"], "positions_angstrom": [[2.122, 1.238, 0.626], [1.961, 0.088, 0.421], [-1.855, -1.836, 0.606], [-2.571, -0.242, -1.312], [2.465, 2.424, 0.673], [-0.081, -0.859, -0.891], [-1.570, -0.642, -0.262], [-1.288, 0.500, 0.420], [0.816, -0.670, -0.281]], "forces_ev_per_a": [[1.37, 1.18, -1.02], [-0.04, -0.19, 0.73], [-0.43, 0.26, 0.48], [0.07, -0.08, -0.16], [-0.70, -0.88, 0.55], [1.10, 0.19, 0.48], [1.10, -1.52, -1.14], [-0.01, 1.02, 1.21], [-2.45, 0.02, -1.13]]}



# 8
{"formula": "CH2NO4S", "method": "ωB97M-V with the def2-TZVPD basis set", "de_lowest_kcal_mol": 173.21, "charge": -1, "e_homo_ha": [-0.165, -0.163], "multiplicity": 1, "e_lumo_ev": [2.511, 2.484], "gap_ev": [6.99, 6.91], "symbols": ["C", "N", "O", "O", "O", "O", "S", "H", "H"], "positions_angstrom": [[-0.282, 0.442, -0.271], [-1.135, 0.254, 0.762], [-1.268, -0.846, 1.259], [2.227, 0.073, 0.902], [-1.808, 1.311, 1.072], [1.908, -0.799, -1.396], [1.457, -0.842, 0.006], [-0.754, -0.986, -1.505], [-0.345, 1.392, -0.829]], "forces_ev_per_a": [[1.22, -3.35, -3.90], [-2.89, 2.12, -0.15], [-0.25, 0.02, 0.91], [-0.51, -1.30, -0.73], [1.02, -1.82, 0.64], [0.20, -0.38, 0.63], [0.61, 2.60, -0.07], [0.60, 2.83, 2.18], [0.00, -0.72, 0.48]]}



# 9
{"formula": "CH2NO4S", "method": "ωB97M-V with the def2-TZVPD basis set", "de_lowest_kcal_mol": 78.51, "charge": -1, "e_homo_ha": -0.132, "multiplicity": 1, "e_lumo_ev": 3.625, "gap_ev": 7.22, "symbols": ["C", "N", "O", "O", "O", "O", "S", "H", "H"], "positions_angstrom": [[0.442, -0.149, -0.543], [-0.532, 0.543, -0.094], [1.191, 0.037, 2.984], [0.552, -0.730, -1.603], [-0.316, 1.086, 1.118], [1.520, -0.173, 0.402], [1.276, 0.722, 1.717], [-2.259, -0.832, -1.660], [-1.874, -0.503, -2.322]], "forces_ev_per_a": [[-0.56, -0.16, -0.61], [-2.11, 0.04, -1.63], [-0.45, -0.93, 0.00], [0.83, -0.69, -0.59], [1.74, 0.65, 2.98], [1.26, -0.33, 1.24], [-0.51, 1.51, -1.29], [1.03, 1.02, -2.08], [-1.23, -1.09, 2.00]]}



# 10
{"formula": "CH2NOP", "method": "ωB97M-V with the def2-TZVPD basis set", "de_lowest_kcal_mol": 88.94, "e_homo_ha": -0.356, "multiplicity": 1, "e_lumo_ev": -0.802, "gap_ev": 8.89, "symbols": ["C", "N", "O", "P", "H", "H"], "positions_angstrom": [[-3.377, 0.155, 0.143], [-1.551, 1.491, 0.038], [-3.216, -0.927, -0.187], [-0.385, 0.594, -0.001], [0.776, 0.407, -0.628], [-0.356, -0.535, 0.962]], "forces_ev_per_a": [[-1.29, -1.60, -0.20], [-0.47, 2.14, -0.69], [0.09, 1.08, 0.30], [-0.07, -2.76, 2.98], [1.65, 0.27, -1.46], [0.09, 0.88, -0.93]]}



# 11
{"formula": "CH2O2S", "method": "ωB97M-V with the def2-TZVPD basis set", "de_lowest_kcal_mol": 118.40, "e_homo_ha": -0.305, "multiplicity": 1, "e_lumo_ev": 0.364, "gap_ev": 8.66, "symbols": ["C", "O", "O", "S", "H", "H"], "positions_angstrom": [[-1.013, -0.569, 0.527], [-1.048, -0.124, -0.940], [1.124, 0.964, -0.278], [-0.436, 0.960, 0.061], [-0.131, -1.263, 0.905], [1.504, 0.032, -0.275]], "forces_ev_per_a": [[0.36, -0.84, 1.83], [0.62, -0.41, -0.31], [1.17, -1.10, -0.20], [-0.32, -0.18, 0.19], [-1.15, 1.18, -1.54], [-0.67, 1.34, 0.03]]}



# 12
{"formula": "CH2O2S", "method": "ωB97M-V with the def2-TZVPD basis set", "de_lowest_kcal_mol": 148.41, "e_homo_ha": -0.342, "multiplicity": 1, "e_lumo_ev": -0.724, "gap_ev": 8.59, "symbols": ["C", "O", "O", "S", "H", "H"], "positions_angstrom": [[-0.080, -0.589, 0.616], [-0.603, 1.274, -0.626], [0.520, 0.801, -1.202], [1.037, -0.584, -0.514], [-0.114, -1.221, 1.519], [-0.759, 0.320, 0.206]], "forces_ev_per_a": [[0.84, -1.97, 1.13], [-0.84, 1.20, -0.37], [0.63, 0.45, -1.68], [-0.54, -0.21, 1.47], [0.05, 0.13, -0.91], [-0.15, 0.39, 0.36]]}